The following is a DFT calculation (the ωB97M-V functional and the def2-TZVPD basis) of 2 unconnected molecules or ions with the total composition C3H4O2.

Summary:
Structure (SMILES) ... C=C=O.C=O
Gap between HOMO and LUMO ... 10.25 eV
LUMO energy ... 0.827 eV

```
! wB97M-V def2-TZVPD RIJCOSX def2/J DEFGRID3
* xyz 0 1
C -2.2152 -0.5302 0.5277
C -1.4274 -0.5258 -0.4988
O -0.7459 -0.4218 -1.4716
H -2.9435 0.3430 0.6108
H -2.2266 -1.2282 1.4187
C 2.4392 0.5689 -0.1951
O 2.0299 -0.3527 0.4268
H 2.2962 0.6368 -1.2369
H 2.7934 1.5101 0.4185
*
```